Formula: C3H5N3
Source: the Open Molecules 2025 dataset
Level of theory: ωB97M-V with the def2-TZVPD basis set

Properties
**SMILES**: C[C@@H]1N=CN=N1
**E_HOMO**: -10.1555 eV
**E_LUMO**: -0.1 eV

```
! RIJCOSX wB97M-V def2-TZVPD def2/J DEFGRID3
* xyz 0 1
C -1.2423 -0.8125 -0.2897
C 0.1115 -0.4340 0.3150
N 0.1231 0.8808 0.9108
C 1.0540 1.4836 0.2909
N 1.7214 0.6829 -0.7133
N 1.1701 -0.4350 -0.7077
H -1.0917 -1.4865 -1.1355
H -1.7557 0.0858 -0.6404
H -1.8755 -1.3081 0.4487
H 0.4217 -1.1681 1.0710
H 1.3634 2.5110 0.4504
*
```

---

Formula: H20Li3O14S
Source: the Open Molecules 2025 dataset
Level of theory: ωB97M-V with the def2-TZVPD basis set

Properties
**E_HOMO**: -12.9417 eV
**E_LUMO**: -5.2 eV

```
! RIJCOSX wB97M-V def2-TZVPD def2/J DEFGRID3
* xyz 1 1
Li -1.9488 0.1565 2.4312
Li 1.8066 -0.7213 2.7553
Li -0.0865 3.1309 2.0705
S -0.0070 0.5022 0.4011
O 1.2176 0.1637 1.1561
O -0.4923 1.8475 0.7778
O 0.2886 0.3688 -1.0203
O -1.1624 -0.3711 0.7395
O 1.4391 3.8981 -1.4319
H 0.5053 3.9726 -1.6581
H 1.6345 2.9453 -1.4821
O 0.5368 -2.5425 3.2677
H 0.7581 -3.3562 3.7357
H -0.2505 -2.7594 2.7559
O -3.1857 -0.4214 -1.1707
H -2.5052 -0.5860 -0.5030
H -2.8087 -0.7628 -1.9937
O -2.5981 -1.6298 3.0350
H -3.0337 -2.3526 2.5584
H -2.7844 -1.8002 3.9680
O 2.0927 -1.8135 -1.1837
H 2.9250 -1.6306 -1.6320
H 1.6409 -0.9566 -1.1352
O -0.9933 -1.4326 -2.8446
H -0.4781 -1.3772 -3.6560
H -0.6319 -0.7421 -2.2697
O -2.4341 3.2493 -0.4569
H -2.5949 3.0123 -1.3766
H -1.7282 2.6521 -0.1619
O 3.4268 1.4419 0.5344
H 3.3611 1.4820 -0.4316
H 2.6101 0.9885 0.8258
O -0.4738 -2.9539 0.2677
H -0.5431 -2.0667 0.6603
H -0.1103 -2.8119 -0.6176
O 2.4208 1.3767 -2.1403
H 2.6242 0.9005 -2.9524
H 1.5625 0.9994 -1.8222
*
```

---

Formula: C21H21FNO3P
Source: the Open Molecules 2025 dataset
Level of theory: ωB97M-V with the def2-TZVPD basis set

Properties
**E_HOMO**: -6.8117 eV
**E_LUMO**: -1.3 eV

```
! RIJCOSX wB97M-V def2-TZVPD def2/J DEFGRID3
* xyz 0 1
C 5.4717 0.8967 0.0874
C 4.0961 1.2528 0.5981
O 3.1638 0.2330 0.2138
C 1.8980 0.4932 0.6409
C 1.0249 -0.6401 0.3602
P 0.0616 -1.0583 1.7574
C -1.4113 0.0026 1.5476
C -1.6845 0.5830 0.3136
C -2.7429 1.4737 0.1513
C -3.5396 1.7983 1.2566
C -3.2904 1.2016 2.4980
C -2.2289 0.2981 2.6479
C -0.5044 -2.7744 1.6026
C -0.6882 -3.3693 0.3501
C -1.1591 -4.6924 0.2784
C -1.4219 -5.4150 1.4456
C -1.1842 -4.8310 2.6989
C -0.7079 -3.5201 2.7748
O 0.7009 -0.8696 3.0995
O 1.5588 1.5619 1.1475
H 6.1502 1.7114 0.3503
H 5.8452 -0.0112 0.5643
H 5.4832 0.7525 -0.9996
H 4.1106 1.3538 1.6942
H 3.7875 2.2111 0.1656
H 1.4136 -1.4140 -0.2839
H -1.0318 0.3601 -0.5166
H -2.9310 1.9056 -0.8346
H -4.3463 2.5193 1.1361
H -3.9266 1.4497 3.3498
H -2.0365 -0.1685 3.6157
H -0.4649 -2.8120 -0.5583
H -1.3305 -5.1472 -0.6981
H -1.8045 -6.4351 1.3873
H -1.3760 -5.3942 3.6133
H -0.4906 -3.0730 3.7467
F 0.6910 0.8252 -1.4408
N 0.1328 1.6920 -2.5774
C -0.9475 1.2532 -3.2241
C -1.4704 2.0528 -4.2352
C -0.8781 3.2921 -4.4841
C 0.1917 3.7387 -3.6987
C 0.6788 2.9022 -2.7010
H -1.3790 0.2968 -2.9372
H -2.3447 1.6964 -4.7817
H -1.2630 3.9234 -5.2787
H 0.6509 4.7185 -3.8298
H 1.4734 3.1757 -2.0136
*
```

---

Formula: C36H32FIO23S
Source: the Open Molecules 2025 dataset
Level of theory: ωB97M-V with the def2-TZVPD basis set

Properties
**E_HOMO**: -9.3997 eV
**E_LUMO**: -1.7 eV

```
! RIJCOSX wB97M-V def2-TZVPD def2/J DEFGRID3
* xyz 0 1
C 1.7556 4.4061 3.4889
C 0.6981 3.5618 4.1545
F 1.0802 3.2496 5.4668
C 0.4740 2.2275 3.4662
O 0.2422 2.5134 2.0731
S 0.1959 1.2470 1.0925
O -0.0602 1.8143 -0.2080
O 1.7900 0.9526 1.1994
C 2.1928 -0.3367 0.7192
C 3.4059 -0.8346 1.4806
C 3.0197 -1.3589 2.8608
I 4.8128 0.7777 1.7248
H 2.6294 3.8064 3.2318
H 1.3638 4.8559 2.5805
H 2.0709 5.1913 4.1722
H -0.2457 4.1084 4.2180
H -0.3949 1.7154 3.8813
H 1.3623 1.6078 3.5936
H 2.3958 -0.2601 -0.3484
H 1.3764 -1.0493 0.8871
H 3.9030 -1.5885 0.8780
H 2.7235 -2.4062 2.7903
H 3.8224 -1.2719 3.5846
H 2.1736 -0.7945 3.2517
C 1.8171 1.8417 -5.1894
C 1.4450 0.9907 -6.1551
C 0.2398 0.0850 -6.0133
O -0.0130 -0.6313 -6.9698
C -0.5168 0.1246 -4.7898
C -0.1507 0.9736 -3.8128
C 1.0431 1.9001 -3.9635
O 1.2860 2.6450 -3.0353
O -0.7875 1.0671 -2.6643
O 2.0735 0.8564 -7.3135
H 2.6731 2.4947 -5.2838
H -1.3662 -0.5334 -4.6896
H -0.3423 1.7336 -2.0967
H 1.5726 0.1757 -7.8082
C -4.7436 -0.4466 -6.0991
C -4.7301 -0.3898 -4.7597
C -5.9954 -0.4606 -3.9312
O -5.8489 -0.4146 -2.7184
C -7.2662 -0.5767 -4.5993
C -7.2838 -0.6315 -5.9405
C -6.0157 -0.5790 -6.7733
O -6.1619 -0.6522 -7.9791
O -8.3831 -0.7380 -6.6617
O -3.6280 -0.2684 -4.0382
H -3.8446 -0.3983 -6.6978
H -8.1645 -0.6169 -3.9995
H -8.0924 -0.7600 -7.5970
H -3.9039 -0.2535 -3.0996
C 2.6048 -5.6204 4.1519
C 2.3053 -6.9251 4.0565
C 1.2999 -7.5969 4.9731
O 1.1024 -8.7820 4.7770
C 0.6566 -6.8085 5.9990
C 0.9587 -5.5053 6.0954
C 1.9469 -4.8297 5.1651
O 2.1249 -3.6362 5.3401
O 0.4342 -4.6887 6.9927
O 2.8418 -7.7446 3.1716
H 3.3213 -5.1368 3.5031
H -0.0486 -7.2961 6.6567
H 0.8320 -3.8100 6.8272
H 2.4362 -8.6215 3.3337
C 10.3878 1.0213 -0.1358
C 11.2938 1.9868 0.0695
C 10.9275 3.3171 0.6920
O 11.8374 4.1135 0.8439
C 9.5513 3.5570 1.0588
C 8.6407 2.5923 0.8536
C 9.0089 1.2533 0.2462
O 8.1143 0.4416 0.1102
O 7.3651 2.7379 1.1616
O 12.5764 1.8828 -0.2412
H 10.6398 0.0683 -0.5787
H 9.2961 4.5138 1.4916
H 6.8794 1.9133 0.9524
H 12.9857 2.7313 0.0250
C -9.2607 -0.0847 1.2832
C -10.1007 0.9054 1.6177
C -10.1838 2.2049 0.8393
O -11.0007 3.0169 1.2399
C -9.3147 2.3971 -0.2954
C -8.4682 1.4099 -0.6340
C -8.3997 0.0996 0.1368
O -7.6011 -0.7158 -0.2850
O -7.6319 1.4686 -1.6499
O -10.9346 0.8562 2.6429
H -9.1994 -1.0130 1.8331
H -9.3742 3.3306 -0.8365
H -7.1334 0.6150 -1.6787
H -11.4168 1.7091 2.6346
*
```